Version one
Formula: C20H20ClN3O4
Source: the OMol25 dataset
Level of theory: the ωB97M-V functional and the def2-TZVPD basis

* structure (SMILES): CCOC(=O)CN(C(=O)COc1nc(C)cc(C)c1C#N)c1cccc(Cl)c1
* E_HOMO: -9.20 eV
* gap between HOMO and LUMO: 9.364 eV

```
48
C20H20ClN3O4 (the ωB97M-V functional and the def2-TZVPD basis)
C 0.43107 -1.92379 -0.12905
Cl 1.17749 -3.33690 0.52203
C 2.65065 0.29768 0.72240
H -5.44984 -0.49776 -1.50597
O -3.69225 0.26015 -0.73600
H 1.88994 2.94007 -3.06532
C 2.74984 1.56534 -1.69297
O 0.86207 1.71138 1.26757
C 0.05645 -0.44357 -1.96375
C -0.93193 0.01886 0.17668
C -2.96585 0.23187 1.51100
H 0.21167 -0.17561 -2.99774
C -0.36080 -1.13879 0.69200
C 2.76504 2.30158 -2.99297
H 4.35955 0.24235 -2.18265
N -1.75376 0.83109 0.99320
H -4.32159 -1.74868 -3.35968
O -2.33963 2.86528 1.77090
H -2.74406 -0.55368 2.23978
C 3.60320 -0.12428 -0.21056
O -4.61167 -1.27479 0.62068
C 2.51912 -0.31927 1.98145
C -1.51864 2.14554 1.24515
H 5.26838 -1.38614 -0.66470
H 0.03638 3.57852 1.46752
C -4.44458 -0.23225 -1.84765
C -3.76582 -1.43866 -2.47969
H -0.03451 2.88664 -0.17365
H 1.26486 -2.21467 -2.07892
H -0.50033 -1.40643 1.72712
C 4.51584 -1.26050 0.10928
H 5.00738 -1.09817 1.06723
H -3.74034 -2.26306 -1.77149
C -3.85301 -0.36350 0.42854
C -0.72932 0.35947 -1.15715
H -2.74632 -1.19164 -2.76704
C 1.78250 1.34958 0.36509
N 2.41294 -0.83109 3.00231
H 2.78235 1.60378 -3.82731
C -0.12251 2.65988 0.89312
N 1.83963 1.95361 -0.80489
H -1.19913 1.24458 -1.55601
H -4.49650 0.60532 -2.54567
H -3.52289 1.03109 2.01490
C 3.64063 0.53287 -1.43246
H 3.93992 -2.18210 0.19425
H 3.65755 2.92276 -3.05586
C 0.64636 -1.58765 -1.45719
```

Let us look at the Mulliken charges, expressed in e, one per atom: -0.20, -0.18, 0.99, 0.40, -0.26, 0.34, 0.26, -0.39, -0.99, -0.16, -1.00, 0.52, -0.42, -1.56, 0.44, 0.18, 0.43, -0.68, 0.25, 1.12, -0.62, 0.01, 0.68, 0.41, 0.46, -0.44, -0.90, 0.29, 0.50, 0.52, -1.63, 0.37, 0.29, 0.69, 0.49, 0.13, 0.04, -0.58, 0.39, -0.47, -0.32, 0.37, 0.32, 0.59, -0.73, 0.25, 0.36, -0.58

Version two
Formula: C20H20ClN3O4
Source: the OMol25 dataset
Level of theory: the ωB97M-V functional and the def2-TZVPD basis

* structure (SMILES): CCCCN1C(=O)/C(=C/Nc2ccc(Cl)cc2)C(=O)N(Cc2ccco2)C1=O
* E_HOMO: -8.45 eV
* gap between HOMO and LUMO: 8.097 eV

```
48
C20H20ClN3O4 (the ωB97M-V functional and the def2-TZVPD basis)
H -1.62000 -3.30363 0.45123
C -3.09125 -5.06352 -3.04992
N -1.44796 -1.34328 -0.16261
O 0.49188 -2.43683 0.26246
H -1.71432 2.87966 -1.26156
H -2.09880 -5.22235 -3.46581
H 2.10708 1.88972 0.18057
H -3.00920 3.56018 3.86165
C -2.26726 2.21349 -0.59427
H 6.27552 3.72030 0.77345
H -2.78225 -2.44810 -2.24108
C 6.23531 0.34431 1.00916
N 2.66537 1.03940 0.34516
C 6.73057 1.63985 1.00103
H -1.24652 -3.29972 -2.00411
H -3.62743 -4.37273 -3.69671
C -2.18478 -0.20859 -0.40902
Cl 8.41249 1.91531 1.26932
H -2.70277 1.39787 2.26586
C 4.02515 1.19053 0.56941
N -1.49410 0.99453 -0.39887
H 2.42901 -1.02796 0.47697
O -2.53368 4.25695 0.71598
C -2.99456 -4.50438 -1.63602
H -2.46904 -5.21738 -0.99730
H 3.87248 3.32039 0.39031
H 6.90212 -0.48517 1.18285
H -3.61951 -6.01387 -3.04958
O -3.37351 -0.24923 -0.62539
C -2.74687 4.64088 1.98663
C -2.16778 -2.61249 -0.19173
H 4.52105 -0.89373 0.80316
H -3.21540 1.92131 -1.05539
H -3.99866 -4.36751 -1.22939
C 1.94685 -0.07276 0.31129
C -2.25707 -3.16876 -1.61076
C 5.88298 2.71607 0.77834
C -2.68026 2.42673 1.96893
C 0.58803 -0.09015 0.07291
C 4.88972 0.11910 0.79448
H -2.81101 5.69369 2.17593
C -2.49649 2.91098 0.70753
C -0.14435 1.13304 -0.15900
C 4.53936 2.48914 0.56418
C -2.84317 3.55983 2.80412
C -0.08003 -1.38189 0.06981
H -3.16787 -2.43719 0.20841
O 0.37094 2.24797 -0.16261
```

Let us look at the Mulliken charges, expressed in e, one per atom: 0.50, -1.31, 0.13, -0.73, 0.30, 0.33, 0.19, 0.43, -1.18, 0.40, 0.29, -0.92, 0.16, 0.37, 0.29, 0.33, 0.77, -0.21, 0.53, 0.71, 0.05, 0.58, -0.37, -0.31, 0.30, 0.40, 0.40, 0.39, -0.64, -0.44, -1.51, 0.34, 0.50, 0.31, -0.24, -0.34, -0.68, -0.13, -1.00, -0.34, 0.47, 0.38, 1.42, -0.44, -0.70, 0.68, 0.42, -0.89

Each structure's energy above the most stable one, in eV: version one 0.872; version two 0.000.